Entry 1:
Density functional theory data (ωB97M-V/def2-TZVPD) for a structure of composition C47H65IrN3O3S3Se.

## Properties
DFT total energy: -5920.04472 hartree
Lowest unoccupied orbital energy: -3.2 eV
Charge: +1
Multiplicity: 1

Each line ends with the Mulliken charge.
Cartesian coordinates (Å):
Ir 0.3275 -0.1358 0.0758  2.839
C -5.5101 -2.1717 4.5343  -1.656
C -5.3644 -2.6827 3.0939  1.995
C -4.7446 -4.0903 3.1191  -1.581
C -6.7584 -2.7947 2.4745  -2.117
C -4.4434 -1.7644 2.2861  -0.739
C -3.1362 -1.5708 2.6761  -0.656
C -2.2607 -0.8816 1.8426  -0.237
Se -0.4436 -0.7757 2.3734  -0.267
C -0.1593 0.9837 3.0259  0.553
C -0.0891 1.1602 4.4012  -0.434
C 0.2565 2.3901 4.9145  -0.702
C 0.4678 3.4122 3.9851  -0.239
C 0.3974 3.2579 2.6030  -0.477
C 0.1169 1.9711 2.1004  0.379
O 0.1071 1.7286 0.7735  -1.139
C 0.6274 4.4472 1.6551  2.488
C -0.6361 4.6688 0.8024  -1.556
C 1.8328 4.1764 0.7377  -1.219
C 0.9121 5.7419 2.4195  -2.464
C 0.4545 2.5752 6.4204  2.090
C 1.5576 1.6108 6.8910  -1.470
C -0.8442 2.2549 7.1725  -1.721
C 0.8893 3.9954 6.7826  -2.185
C -2.5977 -0.4323 0.5814  0.221
O -1.6609 -0.0505 -0.2981  0.673
C -3.9739 -0.4290 0.2589  -0.550
C -4.8355 -1.1200 1.1083  0.080
C -4.5020 0.3133 -0.9801  2.403
C -3.9715 -0.3324 -2.2703  -1.306
C -4.0409 1.7823 -0.9146  -1.459
C -6.0295 0.3070 -1.0455  -2.458
H -6.1551 -2.8466 5.1052  0.470
H -5.9598 -1.1749 4.5481  0.365
H -4.5440 -2.1197 5.0449  0.301
H -5.3968 -4.7773 3.6677  0.447
H -3.7656 -4.0889 3.6064  0.316
H -4.6194 -4.4727 2.1019  0.344
H -7.3729 -3.4571 3.0883  0.430
H -6.7152 -3.2174 1.4664  0.417
H -7.2603 -1.8235 2.4293  0.406
H -2.7718 -1.9552 3.6249  0.477
H -0.3050 0.3178 5.0530  0.388
H 0.7136 4.3934 4.3665  0.608
H -0.8958 3.7719 0.2405  0.029
H -0.4671 5.4865 0.0930  0.468
H -1.4834 4.9371 1.4396  0.373
H 1.6348 3.3374 0.0725  -0.259
H 2.7236 3.9498 1.3311  0.442
H 2.0377 5.0640 0.1288  0.530
H 0.0881 6.0066 3.0885  0.476
H 1.0336 6.5571 1.7027  0.449
H 1.8351 5.6706 3.0030  0.434
H 1.2598 0.5687 6.7443  0.315
H 1.7611 1.7605 7.9564  0.506
H 2.4825 1.7905 6.3343  0.299
H -1.1863 1.2355 6.9710  0.311
H -1.6398 2.9477 6.8847  0.373
H -0.6824 2.3485 8.2504  0.455
H 1.8366 4.2603 6.3029  0.419
H 1.0380 4.0601 7.8631  0.431
H 0.1313 4.7349 6.5070  0.420
H -5.8807 -1.1669 0.8315  0.534
H -2.8832 -0.3185 -2.2720  -0.251
H -4.3301 0.2244 -3.1430  0.508
H -4.3132 -1.3692 -2.3559  0.342
H -2.9555 1.8569 -0.8391  -0.013
H -4.4769 2.2788 -0.0442  0.387
H -4.3630 2.3166 -1.8148  0.445
H -6.4283 -0.7048 -1.1658  0.441
H -6.3509 0.8933 -1.9098  0.444
H -6.4701 0.7558 -0.1511  0.453
N 2.8614 -1.2494 -2.5869  -0.565
C 2.3667 -1.2937 -3.9748  0.150
C 1.6350 -2.6217 -4.1995  -1.273
C 0.3476 -2.7147 -3.3711  -0.103
N 0.7054 -2.7351 -1.9135  0.190
C -0.5817 -1.5356 -3.6485  -1.077
C 0.0656 -0.1426 -3.5791  0.250
N 0.1558 0.4342 -2.2065  -0.410
C 1.4314 -0.1245 -4.2775  -1.957
H 3.6859 -1.8287 -2.4631  0.358
H 1.5648 -2.0889 -1.7877  -0.661
H 3.0920 -0.3138 -2.2688  -0.094
H 3.1911 -1.2323 -4.6866  0.360
H 2.2951 -3.4561 -3.9365  0.423
H 1.3877 -2.7188 -5.2569  0.560
H -0.1762 -3.6375 -3.6080  0.529
H 1.0020 -3.6439 -1.5625  0.679
H -0.0420 -2.3883 -1.3215  -0.022
H -1.4321 -1.5829 -2.9611  0.263
H -0.9788 -1.6562 -4.6585  0.659
H -0.5871 0.5068 -4.1603  0.683
H -0.7864 0.7157 -1.9266  -0.158
H 0.6934 1.2949 -2.2697  0.121
H 1.9415 0.8203 -4.0610  0.494
H 1.2462 -0.1376 -5.3541  0.480
O 1.9007 -1.4079 0.1108  -0.269
C 3.1177 -1.3121 0.8221  3.005
C 2.9119 -1.3391 2.3460  -0.086
C 2.1754 -2.2671 3.0179  -0.378
C 2.2693 -2.1339 4.4330  -0.885
C 3.0825 -1.1053 4.7992  -0.577
S 3.7253 -0.2930 3.4401  -0.045
C 3.9195 -0.0649 0.3946  -0.366
C 3.4278 1.1093 -0.1010  -0.384
C 4.4300 2.0965 -0.3457  -1.047
C 5.6710 1.6514 -0.0292  -0.658
S 5.6324 0.0453 0.5485  -0.101
C 3.9097 -2.6032 0.5131  -0.663
C 5.1211 -3.0399 0.9494  -0.791
C 5.4087 -4.3868 0.5592  -0.896
C 4.4029 -4.9577 -0.1474  -0.702
S 3.0995 -3.8615 -0.3483  0.017
H 1.5981 -3.0342 2.5138  0.599
H 1.7610 -2.7836 5.1368  0.446
H 3.3600 -0.7874 5.7954  0.583
H 2.3751 1.2847 -0.2622  0.054
H 4.2245 3.0884 -0.7300  0.488
H 6.6138 2.1785 -0.0966  0.486
H 5.8028 -2.4407 1.5418  0.566
H 6.3306 -4.8978 0.8088  0.448
H 4.3423 -5.9579 -0.5550  0.460

Cartesian forces (eV/Å) of the 3 atoms listed first:
-1.1 -1.6 2.3
0.0 0.0 0.0
0.0 0.0 0.0

Entry 2:
Density functional theory data (ωB97M-V/def2-TZVPD) for a structure of composition C47H66N3P2PdSSi.

## Properties
DFT total energy: -3493.19497 hartree
Lowest unoccupied orbital energy: 2.3 eV
Charge: -1
Multiplicity: 1

Each line ends with the Mulliken charge.
Cartesian coordinates (Å):
Pd -1.0433 -0.5319 0.6277  1.408
C 0.2253 0.1248 3.9963  -1.530
Si 0.0788 0.7329 2.1648  0.264
C 1.9330 0.5696 1.5977  0.268
C 2.8989 1.5333 1.9072  -0.016
C 4.2132 1.4342 1.4741  -0.918
C 4.5971 0.3444 0.7079  -0.935
C 3.6650 -0.6363 0.4039  -0.763
C 2.3394 -0.5361 0.8333  1.230
P 1.0516 -1.7966 0.4621  -0.618
C 1.7841 -3.0101 -0.7744  0.544
C 1.8661 -2.3293 -2.1462  0.527
C 2.0773 -3.3403 -3.2703  -1.077
C 3.3031 -4.2109 -3.0084  -0.830
C 3.1983 -4.9020 -1.6521  -1.064
C 3.0185 -3.8870 -0.5206  -0.471
C 1.0468 -2.7578 2.0635  1.415
C 2.3707 -2.9000 2.8157  -0.543
C 2.1490 -3.5782 4.1679  -0.894
C 1.4514 -4.9274 4.0143  -0.762
C 0.1274 -4.7717 3.2706  -0.801
C 0.3384 -4.1066 1.9117  0.594
C -0.0932 2.6634 2.2945  0.030
C 0.2734 3.3098 3.4807  -0.396
C 0.0160 4.6501 3.7308  -1.215
C -0.6477 5.3969 2.7749  -0.890
C -0.9936 4.8011 1.5715  -0.858
C -0.7068 3.4609 1.3002  0.730
P -1.2259 2.7110 -0.2962  0.863
C -1.9290 4.1760 -1.2357  0.192
C -1.1358 5.4882 -1.4930  -1.178
C -1.0335 5.8341 -2.9771  -1.013
C -2.4245 5.9809 -3.5941  -0.750
C -3.3323 4.7774 -3.2471  -0.950
C -2.5558 3.6668 -2.5421  -0.842
C 0.4012 2.2721 -1.0774  1.637
C 0.1771 1.3015 -2.2668  0.419
C 1.3502 1.3253 -3.2560  -1.532
C 2.6591 1.4677 -2.4863  0.458
C 2.7475 2.8527 -1.8269  -1.407
C 1.3599 3.4024 -1.4458  -0.913
H 0.0850 0.9138 4.7376  0.601
H 1.2018 -0.3339 4.1841  0.263
H -0.5452 -0.6236 4.1893  0.332
H 2.6038 2.4014 2.4878  0.238
H 4.9303 2.2089 1.7225  0.325
H 5.6154 0.2541 0.3473  0.314
H 3.9842 -1.4774 -0.1936  -0.040
H 0.9367 -3.7126 -0.8429  0.163
H 2.6868 -1.6034 -2.1526  0.073
H 0.9506 -1.7556 -2.3180  -0.393
H 2.1730 -2.8251 -4.2304  0.441
H 1.1921 -3.9847 -3.3417  0.215
H 4.1992 -3.5790 -3.0183  0.346
H 3.4266 -4.9486 -3.8062  0.470
H 4.0855 -5.5151 -1.4687  0.426
H 2.3383 -5.5833 -1.6616  0.321
H 3.9296 -3.2897 -0.4436  0.244
H 2.9207 -4.4159 0.4270  0.086
H 0.3879 -2.1350 2.6812  -0.050
H 2.8194 -1.9164 2.9660  0.203
H 3.0889 -3.4822 2.2284  0.124
H 1.5281 -2.9239 4.7904  0.293
H 3.1035 -3.6995 4.6880  0.439
H 1.2880 -5.3862 4.9934  0.430
H 2.1013 -5.6075 3.4491  0.302
H -0.5509 -4.1521 3.8676  0.355
H -0.3569 -5.7454 3.1450  0.430
H -0.6208 -3.9511 1.4148  -1.300
H 0.9242 -4.7808 1.2768  0.331
H 0.7729 2.7383 4.2541  0.340
H 0.3174 5.0983 4.6707  0.378
H -0.8932 6.4373 2.9534  0.412
H -1.5048 5.4089 0.8388  0.210
H -2.7831 4.4221 -0.5909  1.029
H -0.1465 5.4501 -1.0418  0.399
H -1.6560 6.3197 -1.0045  0.575
H -0.4717 5.0619 -3.5102  0.194
H -0.4687 6.7619 -3.1001  0.469
H -2.3400 6.0970 -4.6772  0.378
H -2.8756 6.9043 -3.2203  0.337
H -3.8015 4.3818 -4.1512  0.425
H -4.1471 5.0967 -2.5908  0.335
H -1.7826 3.2884 -3.2142  0.296
H -3.2143 2.8237 -2.3270  0.307
H 0.8831 1.6957 -0.2823  -1.141
H -0.7536 1.5190 -2.7931  0.520
H 0.0660 0.2915 -1.8606  -1.076
H 1.2458 2.1623 -3.9570  0.422
H 1.3454 0.4119 -3.8585  0.535
H 3.5247 1.2996 -3.1329  0.643
H 2.6902 0.6967 -1.7123  -0.615
H 3.2322 3.5563 -2.5116  0.431
H 3.3769 2.7875 -0.9371  0.344
H 0.9518 3.9736 -2.2837  -0.120
H 1.4535 4.0949 -0.6054  0.378
C -2.0754 -5.8536 -0.9441  -1.656
C -2.3061 -4.3720 -0.8521  1.446
C -1.9041 -3.5079 -1.8677  -0.500
C -2.0735 -2.1481 -1.7044  -0.597
N -2.6324 -1.5977 -0.6197  -0.595
C -3.0674 -2.4289 0.3352  0.223
C -2.9131 -3.8086 0.2587  -1.148
H -1.4939 -6.1079 -1.8298  0.325
H -3.0215 -6.3967 -0.9885  0.425
H -1.5330 -6.2072 -0.0649  0.276
H -1.4297 -3.8901 -2.7639  0.394
H -1.7263 -1.4501 -2.4587  0.386
H -3.5758 -1.9765 1.1777  0.563
H -3.2535 -4.4292 1.0793  0.364
S -4.8901 0.4805 4.2646  -0.400
C -5.1259 0.7472 2.6402  0.178
N -4.0706 0.7421 1.7501  0.318
C -4.2019 0.9946 0.4380  0.306
C -5.4313 1.2920 -0.0729  -1.021
C -6.4905 1.2717 0.8477  -0.168
N -6.3679 1.0150 2.1238  -0.577
H -3.1068 0.5350 2.0623  -0.457
H -3.2782 0.9376 -0.1256  0.265
H -5.5704 1.5065 -1.1210  0.431
H -7.5055 1.4676 0.5080  0.420

Cartesian forces (eV/Å) of the 3 atoms listed first:
0.3 -0.3 -0.2
0.0 0.1 0.0
-0.1 0.2 0.2